(1)
18
Properties=species:S:1:pos:R:3:forces:R:3 method="wB97M-V/def2-TZVPD" fmax_ev_per_a=4.30 orbital_gap_ev=12.41 relative_energy_ev=1.463 e_tot_ha=-252.17737 e_homo_ha=-0.5753 charge=+1 smiles=C[C@@H]1CCC[NH2+]1
C 1.13618 -1.39427 -0.91825 0.262 1.284 -4.095
C 0.54897 -0.73971 0.21834 -0.255 -1.481 3.754
C -0.98810 -0.72663 0.07077 -0.749 1.353 -1.426
C -1.47778 0.62618 0.59405 -1.048 -0.427 2.416
C -0.28470 1.55331 0.54219 1.212 0.552 3.518
N 0.94586 0.71064 0.15908 -2.876 0.853 -1.601
H 1.09067 -2.42110 -1.04268 0.042 -2.125 0.671
H 2.11058 -1.03371 -1.13538 1.449 -0.231 0.227
H 0.61421 -1.08582 -1.88349 0.184 0.008 1.064
H 0.97232 -1.20218 1.20632 -1.146 0.975 -1.566
H -1.26389 -0.65945 -1.04754 0.676 -0.847 1.575
H -1.52754 -1.53773 0.55710 0.377 -0.155 -0.231
H -1.99996 0.47846 1.62196 1.408 0.592 -1.420
H -2.24475 1.09813 0.00460 -0.398 -0.301 -0.468
H 0.01114 2.04976 1.56787 -0.773 -0.987 -1.962
H -0.45112 2.33620 -0.14950 0.304 0.726 -0.841
H 1.05130 0.75889 -0.84041 0.000 0.743 -0.866
H 1.75659 1.18904 0.47499 1.331 -0.531 1.250

---

(2)
18
Properties=species:S:1:pos:R:3:forces:R:3 method="wB97M-V/def2-TZVPD" fmax_ev_per_a=1.77 orbital_gap_ev=10.18 relative_energy_ev=1.572 e_tot_ha=-252.17336 e_homo_ha=-0.5014 charge=+1 smiles="C=C(C)CC[NH3+]"
C -1.04105 0.80038 -1.21749 0.409 0.405 0.246
C -0.95795 0.05990 -0.10520 -0.587 -1.178 -0.937
C -1.99349 -0.03815 0.97810 0.752 1.127 1.143
C 0.08437 -1.04500 -0.05480 -0.853 -0.672 0.799
C 1.50685 -0.57564 0.25394 0.669 -0.215 0.762
N 1.82328 0.81313 -0.27954 0.231 -1.221 -0.574
H -0.57956 0.42756 -2.12819 0.508 0.398 0.061
H -1.52674 1.76425 -1.26041 -0.781 -0.280 -0.169
H -2.81514 -0.71405 0.75238 0.118 -0.094 -0.511
H -2.42765 0.92768 1.24710 -0.054 -0.059 -0.118
H -1.50699 -0.44506 1.86816 -0.250 0.158 0.158
H -0.04172 -1.78426 -0.84178 0.487 0.397 -0.636
H -0.20372 -1.63084 0.81621 0.277 -0.225 0.094
H 2.31371 -1.24915 -0.03643 -0.304 -0.014 -0.728
H 1.68831 -0.57941 1.32542 -0.448 0.592 0.207
H 0.91713 1.19295 -0.63315 0.155 0.346 0.309
H 2.44776 0.66900 -1.07063 -0.003 0.389 -0.199
H 2.31260 1.40670 0.38631 -0.323 0.147 0.092

---

(3)
19
Properties=species:S:1:pos:R:3:forces:R:3 method="wB97M-V/def2-TZVPD" fmax_ev_per_a=3.90 orbital_gap_ev=10.27 relative_energy_ev=2.802 e_tot_ha=-307.12636 e_homo_ha=-0.3472 smiles="C=C(N)C[C@@H](C)N"
C -1.13095 1.70444 0.35270 0.656 2.645 -0.231
C -0.11651 1.28909 -0.43711 -2.111 -2.466 0.059
N 0.81625 1.99877 -1.23722 -0.859 1.236 0.447
C -0.26872 -0.24718 -0.83317 -0.284 0.596 -0.723
C 0.08696 -1.40957 0.12872 1.161 1.996 3.092
C 1.45972 -1.12552 0.80609 -1.920 -2.738 -0.008
N -0.94867 -1.90016 1.21969 0.984 2.733 -2.596
H -1.31301 2.85238 0.59173 0.427 -2.665 -0.386
H -1.86005 0.94204 0.69648 0.593 0.878 -0.066
H 0.61392 1.94656 -2.24213 0.212 -0.138 0.775
H 1.75488 1.74626 -1.02033 0.656 -0.220 -0.154
H 0.25351 -0.20422 -1.86545 -0.817 -1.161 1.618
H -1.34722 -0.39630 -0.94237 0.030 0.164 -0.815
H 0.25807 -2.30675 -0.30153 0.371 -2.561 -2.507
H 1.62094 -2.01636 1.43761 0.234 0.435 -0.016
H 2.13929 -1.22047 -0.01355 1.037 0.840 -0.176
H 1.42391 -0.28025 1.43802 0.474 1.260 0.252
H -1.06484 -0.97928 1.69093 -0.831 -1.023 0.082
H -1.73546 -2.04148 0.54996 -0.012 0.187 1.353

---

(4)
19
Properties=species:S:1:pos:R:3:forces:R:3 method="wB97M-V/def2-TZVPD" fmax_ev_per_a=4.49 orbital_gap_ev=9.88 relative_energy_ev=2.591 e_tot_ha=-307.13413 e_homo_ha=-0.3259 smiles=NC[C@@H]1CCCN1
N 2.53013 -0.74698 0.50926 1.978 2.464 -0.112
C 1.80329 0.19995 -0.33377 -2.248 1.088 1.198
C 0.38129 0.47084 0.24187 0.924 1.389 2.159
C -0.34655 -0.78419 0.66496 -3.103 -1.241 -2.541
C -1.84212 -0.36425 0.26155 -1.570 0.085 -0.548
C -1.71950 0.63858 -0.94701 0.322 -0.828 2.847
N -0.44408 1.40921 -0.61257 0.946 -1.765 -4.021
H 2.78841 -0.35029 1.41826 -0.067 0.201 -0.715
H 2.16222 -1.61865 0.73722 -1.330 -1.509 -0.365
H 1.54687 -0.11149 -1.35609 0.998 -0.396 0.051
H 2.17950 1.26543 -0.33306 0.701 -1.547 -0.268
H 0.54150 0.99763 1.26109 -0.082 -0.290 -1.582
H -0.39549 -0.94305 1.74129 0.634 -0.389 -0.217
H -0.08563 -1.73962 0.03310 -0.194 1.654 1.391
H -2.70654 -1.13525 -0.01292 2.239 1.074 0.755
H -2.28059 0.27217 1.04188 0.225 -0.459 0.354
H -2.68679 1.25257 -0.90625 1.664 -0.736 -1.009
H -1.46880 -0.06821 -1.72501 -0.853 0.543 -1.216
H 0.04289 1.35559 -1.68379 -1.181 0.662 3.839

---

(5)
19
Properties=species:S:1:pos:R:3:forces:R:3 method="wB97M-V/def2-TZVPD" fmax_ev_per_a=2.64 orbital_gap_ev=8.61 relative_energy_ev=1.932 e_tot_ha=-307.15835 e_homo_ha=-0.2742 smiles="CN/C=C/CCN"
C -0.15554 2.67158 2.36271 -0.150 -1.624 -0.058
N 0.28702 1.30604 2.04001 -0.637 0.135 -0.808
C -0.21456 0.66379 0.92541 0.676 -1.210 1.251
C 0.09671 -0.58582 0.54794 -0.410 -0.776 -1.138
C -0.50607 -1.20262 -0.68603 -0.273 1.039 -1.499
C 0.57830 -1.60479 -1.72650 1.292 1.806 1.435
N 0.14129 -1.38376 -3.10963 -0.517 -0.766 0.495
H 0.19346 3.39642 1.63299 0.766 0.392 0.451
H -1.24141 2.76724 2.27560 -0.132 -0.448 0.155
H 0.07425 2.77270 3.41729 0.320 0.952 -0.091
H 0.99962 0.77707 2.52076 -0.094 0.770 0.307
H -1.03153 1.17776 0.46364 -0.219 0.287 -0.560
H 0.81271 -1.31811 0.92490 0.248 0.898 0.911
H -1.00048 -0.36314 -1.24020 -0.465 -0.834 0.572
H -1.17468 -2.06843 -0.47745 0.173 0.675 -0.174
H 1.38482 -0.80314 -1.57006 -0.652 -1.422 -0.025
H 0.98018 -2.58589 -1.39057 -0.070 0.251 -0.865
H -0.84773 -1.60832 -3.17288 0.056 -0.073 -0.174
H 0.62363 -2.00860 -3.73794 0.088 -0.052 -0.183

---

(6)
19
Properties=species:S:1:pos:R:3:forces:R:3 method="wB97M-V/def2-TZVPD" fmax_ev_per_a=4.32 orbital_gap_ev="8.56 / 8.17" relative_energy_ev=6.554 e_tot_ha=-306.98850 e_homo_ha="-0.2996 / -0.2795"
C 1.31084 1.03859 -0.31254 -1.524 0.813 -0.037
C -0.13986 -0.92845 1.52490 -0.378 0.013 -0.148
C 2.29334 -0.00348 -0.74299 -0.118 -0.321 0.044
N -0.44988 -0.59158 0.13347 -2.151 -2.006 0.193
C -0.76804 0.57759 -0.26164 3.895 1.813 -0.400
N -2.40307 -1.17580 -0.17966 0.385 -0.422 0.182
C -1.49657 1.50722 -0.83433 -0.307 -0.204 0.096
H -2.14724 -2.04795 -0.64739 0.002 0.044 0.063
H -2.70120 -1.45906 0.75618 0.150 -0.073 0.059
H 1.14182 1.81852 -1.04872 0.141 0.085 0.082
H 1.43608 1.43200 0.69229 0.068 0.046 -0.049
H -0.84417 -0.48033 2.22936 0.039 0.064 0.005
H 0.87166 -0.61898 1.79300 0.000 0.145 -0.199
H -0.18384 -2.01304 1.61361 -0.013 0.064 -0.004
H -1.06481 2.44644 -1.15055 0.030 -0.107 0.036
H -2.54824 1.31353 -0.99301 -0.021 0.046 0.071
H 2.46484 -0.75092 0.03449 -0.036 -0.028 -0.075
H 1.95994 -0.52015 -1.64542 0.034 0.022 0.051
H 3.26842 0.45584 -0.96106 -0.196 0.007 0.031

---

(7)
19
Properties=species:S:1:pos:R:3:forces:R:3 method="wB97M-V/def2-TZVPD" fmax_ev_per_a=0.40 orbital_gap_ev=7.67 relative_energy_ev=5.017 e_tot_ha=-307.04498 e_homo_ha=-0.2614
C 0.42585 -2.29726 0.87182 -0.051 -0.083 0.051
C -0.32866 -1.07104 0.42822 -0.049 0.152 -0.085
C 0.72238 0.17569 -1.14853 0.032 0.386 0.087
C -1.66206 -1.05227 0.44636 0.133 -0.092 0.030
N 0.16624 0.44734 -2.25552 0.005 -0.082 0.307
H -0.53017 1.18696 -2.21658 0.064 0.033 0.058
H 1.54612 -0.52643 -1.09759 -0.037 -0.030 0.058
H 1.04477 -2.68630 0.05393 -0.031 0.026 0.032
H -0.22960 -3.11565 1.20128 0.020 0.061 -0.026
H 1.11574 -2.07623 1.69530 -0.038 -0.001 -0.044
H -2.26914 -1.89058 0.80216 0.050 0.006 -0.022
H -2.23861 -0.20966 0.06613 0.022 0.010 0.009
C -0.09037 2.29398 0.07586 0.088 -0.139 -0.061
N 0.89724 1.20040 0.02319 -0.087 -0.070 -0.259
H 1.85432 1.55813 0.06162 -0.135 -0.078 -0.036
H 0.58208 0.39722 0.70096 -0.007 -0.012 -0.091
H -1.07578 1.84880 0.19314 0.015 -0.021 0.000
H -0.05359 2.88835 -0.83578 0.002 -0.029 0.027
H 0.12325 2.92853 0.93404 0.003 -0.037 -0.036

---

(8)
19
Properties=species:S:1:pos:R:3:forces:R:3 method="wB97M-V/def2-TZVPD" fmax_ev_per_a=4.83 orbital_gap_ev=4.31 relative_energy_ev=7.856 e_tot_ha=-306.94065 e_homo_ha=-0.2513
C 1.31802 0.82708 -0.50080 0.081 -0.725 -3.293
C 1.06865 -0.29368 0.33246 -1.905 -3.641 1.722
C -0.32201 -0.05604 1.04170 1.129 -0.367 0.263
C -1.38668 0.14573 -0.09558 -2.954 -1.029 3.685
C -1.22125 -0.73072 -1.30511 1.955 1.598 -1.029
N -2.74118 0.08107 0.48953 3.268 -0.486 0.671
N 2.18418 -0.28406 1.32123 1.328 -0.148 -1.045
H -0.12489 -0.41037 -1.63269 -1.962 -0.614 -0.052
H 1.51636 1.76379 -0.07741 -0.240 1.392 0.729
H 1.79985 0.67825 -1.47620 -0.305 0.159 0.271
H 0.97981 -1.33577 -0.11123 0.531 1.511 -0.073
H -0.66181 -0.83910 1.76393 0.579 0.392 -0.664
H -0.03300 0.87256 1.63497 -1.312 -0.784 -0.583
H -1.22496 -1.78268 -1.10781 -0.278 -0.599 0.195
H -1.93477 -0.43503 -2.08359 0.253 -0.280 0.118
H -1.13898 1.14326 -0.30670 0.486 2.601 -1.666
H -3.52340 0.56086 0.08763 -0.005 0.209 -1.426
H 2.36486 0.69042 1.17509 0.738 1.188 1.681
H 3.08120 -0.59556 0.85056 -1.387 -0.377 0.497

---

(9)
20
Properties=species:S:1:pos:R:3:forces:R:3 method="wB97M-V/def2-TZVPD" fmax_ev_per_a=4.20 orbital_gap_ev=9.92 relative_energy_ev=4.318 e_tot_ha=-382.34383 e_homo_ha=-0.3308
C -1.48767 1.48705 -0.35350 0.100 -0.169 -0.492
C -1.73728 0.10495 0.25538 -1.151 -0.200 1.324
C -2.46857 -0.95635 -0.57252 0.721 -0.357 -1.333
N -0.65381 -0.53381 1.04812 -2.323 0.463 -0.889
C 0.51355 -0.62738 0.69596 4.086 0.850 0.458
N 1.39063 -0.05688 -0.32839 -2.581 1.386 -1.123
C 1.94900 1.22722 0.12990 -0.941 -0.565 0.503
O 2.37588 -1.00184 -0.48802 1.433 -0.819 -0.051
H -0.94088 2.04440 0.39657 0.274 0.258 0.043
H -2.42680 2.09030 -0.48838 0.722 -0.941 -0.233
H -0.87776 1.41114 -1.27793 -0.467 0.321 0.419
H -2.47689 0.29511 1.04536 0.102 0.189 -0.007
H -1.78273 -1.41400 -1.38279 -1.006 0.444 1.405
H -3.28734 -0.45951 -1.13490 0.288 -0.365 0.463
H -2.88692 -1.72500 0.12940 0.484 0.509 -0.933
H 1.27703 -0.99713 1.37808 -0.468 -1.163 0.703
H 2.52041 1.05394 1.08210 -0.371 0.485 -0.679
H 1.01000 1.82189 0.28264 1.385 -0.052 0.069
H 2.58383 1.66241 -0.65620 -0.243 -0.145 0.378
H 2.50910 -1.04689 -1.43933 -0.043 -0.130 -0.026

---

(10)
20
Properties=species:S:1:pos:R:3:forces:R:3 method="wB97M-V/def2-TZVPD" fmax_ev_per_a=1.85 orbital_gap_ev=9.97 relative_energy_ev=1.836 e_tot_ha=-382.43505 e_homo_ha=-0.3286 smiles="N/C=N/CCCCO"
N -1.55636 1.14144 2.89432 0.451 -0.030 -0.822
C -1.70578 0.97643 1.53972 0.460 0.044 0.754
N -1.01142 0.13857 0.89637 -0.410 0.544 -0.511
C -1.21722 0.08664 -0.55427 0.887 -1.392 0.831
C 0.01999 0.54997 -1.28658 0.531 1.400 0.109
C 1.39533 0.02542 -0.86591 -0.399 -0.393 1.028
C 1.42184 -1.48948 -0.66108 0.396 -0.582 -1.047
O 2.50735 -2.10024 -1.38354 0.098 -0.172 -0.107
H -0.80690 0.68492 3.36951 0.048 -0.338 0.152
H -2.28727 1.55347 3.40380 -0.602 0.481 0.665
H -2.41677 1.70669 1.13848 -0.172 -0.340 -0.396
H -1.38102 -0.98218 -0.73543 -0.146 0.132 -0.351
H -2.08585 0.62117 -0.90247 -0.470 0.409 -0.079
H 0.07450 1.63300 -1.15835 -0.059 0.244 0.185
H -0.08590 0.48502 -2.35180 -0.302 -0.627 -0.717
H 1.71700 0.54860 0.03782 -0.014 -0.070 0.033
H 2.11817 0.25949 -1.63723 0.098 0.024 -0.232
H 1.39745 -1.90209 0.34675 -0.014 0.582 0.270
H 0.55569 -1.90546 -1.17012 -0.173 -0.102 0.026
H 3.34717 -2.03138 -0.92000 -0.206 0.185 0.209

---

(11)
20
Properties=species:S:1:pos:R:3:forces:R:3 method="wB97M-V/def2-TZVPD" fmax_ev_per_a=1.15 orbital_gap_ev=8.06 relative_energy_ev=3.532 e_tot_ha=-382.37275 e_homo_ha=-0.2760
C -0.25447 -1.10031 1.84885 -0.340 0.199 0.064
N -0.90622 -0.34133 0.79281 0.480 -0.027 -0.517
C -0.80550 1.19492 0.93904 -0.534 -0.846 0.107
O -0.68835 1.68156 2.08472 0.359 -0.284 -0.790
H -1.84296 -0.67215 0.58694 -0.035 0.226 0.536
H -1.64580 1.56009 0.29034 0.359 0.121 -0.197
H -0.78657 -0.96820 2.79450 0.188 -0.220 0.117
H 0.76770 -0.75242 2.00697 -0.044 0.150 -0.095
H -0.19997 -2.15557 1.57121 -0.133 0.000 0.084
C 1.29138 -0.95152 -1.14692 -0.394 -0.205 0.215
C 0.37264 0.22824 -1.07324 0.217 1.090 -0.286
N -0.51175 0.36669 -2.08592 0.088 -0.284 0.628
C 0.61103 1.35998 -0.21394 -0.149 -0.093 0.142
H -0.85283 -0.46533 -2.54608 0.095 0.112 0.007
H -1.16596 1.13510 -2.03727 0.123 -0.029 -0.018
H 2.07433 -0.74475 -1.88392 -0.087 0.095 0.093
H 0.75969 -1.85328 -1.46037 0.013 0.043 -0.005
H 1.75787 -1.14830 -0.18408 -0.025 0.100 -0.036
H 1.51324 1.28449 0.38766 -0.069 -0.053 -0.032
H 0.51250 2.34210 -0.67129 -0.110 -0.096 -0.016

---

(12)
20
Properties=species:S:1:pos:R:3:forces:R:3 method="wB97M-V/def2-TZVPD" fmax_ev_per_a=3.35 orbital_gap_ev=9.06 relative_energy_ev=5.266 e_tot_ha=-382.30901 e_homo_ha=-0.3000
C -0.85373 0.85316 0.12309 1.322 0.631 3.016
C -0.14766 1.78949 -0.82658 0.100 0.018 0.346
C -0.88239 -1.67389 -1.43714 0.269 -0.744 -0.059
C 0.12421 -1.42381 -2.26447 -0.197 0.069 0.061
H -1.58099 0.20498 -0.35259 0.945 -0.931 0.159
H -1.47005 1.36960 0.85690 0.102 0.586 -0.092
H -1.90464 -1.72480 -1.78442 -0.141 -0.068 -0.215
H 0.54498 1.26396 -1.47520 -0.090 -0.207 -0.208
H -0.88501 2.32675 -1.43160 0.121 -0.103 0.037
H 0.44227 2.52385 -0.27505 -0.144 0.088 0.013
H -0.00679 -1.28021 -3.33038 -0.096 0.125 0.016
H 1.13415 -1.32274 -1.89035 0.126 -0.199 0.059
N 0.71206 1.19591 2.18548 -0.412 0.338 -0.246
C 0.37010 -1.03903 1.36851 0.165 -1.898 0.137
O 1.15190 -1.43178 2.43747 -0.222 1.166 -0.288
N 0.25225 0.23723 1.23736 -1.695 0.868 -1.738
H 1.17664 -2.39200 2.44384 -0.161 0.119 -0.214
H 1.47837 1.71725 1.78028 0.146 -0.093 0.004
H 1.04410 0.70882 3.01448 -0.079 -0.101 -0.287
H -0.69976 -1.90275 -0.37961 -0.059 0.336 -0.500